1.
Density functional theory data (ωB97M-V with the def2-TZVPD basis set) for 3 unconnected molecules or ions with the total composition C16H29FO8S2 in a non-equilibrium geometry.

LUMO = 0.38 eV
Total energy = -57821.42372 eV
Relative energy (zero: lowest compared OMol25 entry of this formula, charge and spin) = 668.1 kJ/mol
HOMO-LUMO gap = 0.3847 Ha
Highest occupied orbital energy = -0.371 Ha
Strongest force on any atom = 9.162 eV/A

Structure (ORCA input):
```
! RIJCOSX wB97M-V def2-TZVPD def2/J DEFGRID3
* xyz 0 1
C -0.113 0.867 0.136
C 0.375 -0.576 -0.523
F 1.563 -0.224 -1.389
C -0.723 -1.263 -1.524
C -1.662 -2.423 -0.857
C -3.298 -2.153 -0.708
C -3.199 -1.381 0.772
C -3.455 0.178 0.335
O -4.932 0.306 0.109
O -5.031 1.477 -0.498
O -1.939 -1.760 1.451
C -1.410 -2.932 0.679
O -0.840 -4.062 1.129
H -0.652 1.566 -0.636
H 0.889 1.400 0.504
H -0.760 0.727 1.122
H 0.799 -1.272 0.316
H -0.127 -1.770 -2.420
H -1.368 -0.398 -2.033
H -1.614 -3.303 -1.662
H -3.853 -1.589 -1.570
H -3.771 -3.209 -0.420
H -4.013 -1.640 1.575
H -2.973 0.316 -0.740
H -3.074 0.963 1.118
H -4.901 1.326 -1.486
C 3.333 3.266 -4.610
C 2.371 4.453 -4.624
C 1.041 3.972 -4.045
S 1.438 2.639 -2.923
O 0.879 1.412 -3.451
O 1.203 3.076 -1.561
C 3.193 2.639 -3.231
H 4.363 3.576 -4.808
H 3.042 2.544 -5.382
H 2.776 5.258 -4.000
H 2.239 4.855 -5.634
H 0.530 4.768 -3.497
H 0.385 3.576 -4.824
H 3.581 1.620 -3.181
H 3.667 3.260 -2.465
C 1.158 -3.282 4.162
C 1.704 -2.522 5.370
C 1.851 -1.057 4.962
S 0.626 -0.766 3.694
O 1.310 -0.480 2.450
O -0.413 0.094 4.223
C 0.010 -2.437 3.628
H 0.824 -4.288 4.432
H 1.941 -3.377 3.400
H 0.996 -2.604 6.203
H 2.659 -2.935 5.709
H 1.668 -0.385 5.804
H 2.837 -0.857 4.533
H -0.270 -2.692 2.605
H -0.862 -2.498 4.285
*
```

The molecule's natural (NBO) atomic charges, reported in e, are given here: -0.677 0.199 -0.418 -0.453 -0.336 -0.436 0.061 -0.119 -0.278 -0.424 -0.551 0.810 -0.558 0.222 0.260 0.227 0.213 0.253 0.227 0.247 0.248 0.229 0.214 0.176 0.222 0.440 -0.407 -0.401 -0.683 2.173 -0.936 -0.939 -0.678 0.225 0.215 0.209 0.224 0.253 0.246 0.264 0.241 -0.405 -0.400 -0.683 2.171 -0.953 -0.942 -0.679 0.228 0.214 0.208 0.222 0.253 0.247 0.276 0.240

---

2.
Density functional theory data (ωB97M-V with the def2-TZVPD basis set) for a molecular structure, C21H15N6O4ReS2SbSe4 in a non-equilibrium geometry.

LUMO = -10.89 eV
Total energy = -330846.03783 eV
HOMO-LUMO gap = 0.1529 Ha
Highest occupied orbital energy = -0.553 Ha
Strongest force on any atom = 1.095 eV/A

Structure (ORCA input):
```
! RIJCOSX wB97M-V def2-TZVPD def2/J DEFGRID3
* xyz 3 1
Re -0.090 -0.077 0.004
O -6.386 -1.131 4.234
N -6.000 -0.404 3.359
O -6.603 0.540 2.891
C -4.575 -0.530 2.963
C -3.737 -1.024 3.887
C -2.331 -1.106 3.608
C -1.386 -1.584 4.537
C -0.062 -1.604 4.186
C 0.322 -1.152 2.922
N -0.555 -0.706 2.022
C -1.870 -0.688 2.371
C -2.782 -0.212 1.383
N -2.224 0.133 0.175
C -3.037 0.597 -0.784
C -4.406 0.721 -0.592
C -4.970 0.368 0.607
C -4.142 -0.106 1.651
H -4.127 -1.348 4.843
H -1.709 -1.929 5.512
H 0.697 -1.963 4.867
H 1.362 -1.149 2.627
H -2.586 0.855 -1.726
H -5.018 1.088 -1.404
H -6.035 0.453 0.759
Se 4.795 -1.878 1.790
Sb 4.442 -1.077 -0.309
Se 0.878 1.922 0.581
Se 1.521 -1.578 -0.450
Se 4.896 -0.416 -2.431
N -1.286 9.060 -2.127
C -0.605 7.930 -1.934
C -0.114 7.192 -3.042
C 0.612 6.054 -2.843
C 0.861 5.607 -1.526
C 0.366 6.323 -0.412
C -0.358 7.460 -0.616
S 1.852 4.268 -1.285
O 2.451 4.288 0.005
O 2.542 3.926 -2.486
N 0.794 2.798 -1.050
C 0.289 2.071 -2.061
S 0.233 2.529 -3.708
C -0.531 1.034 -4.103
C -0.670 0.256 -3.025
N -0.209 0.838 -1.834
H -1.411 9.443 -3.054
H -1.577 9.636 -1.350
H -0.284 7.559 -4.047
H 1.042 5.535 -3.688
H 0.598 6.001 0.594
H -0.716 8.034 0.230
H -0.792 0.803 -5.124
H -1.072 -0.746 -3.005
*
```

The molecule's natural (NBO) atomic charges, reported in e, are given here: 0.642 -0.294 0.522 -0.348 0.062 -0.115 -0.088 -0.037 -0.231 0.128 -0.509 0.231 0.141 -0.532 0.129 -0.239 -0.035 -0.001 0.288 0.266 0.271 0.226 0.232 0.273 0.286 -0.142 1.048 0.761 0.040 -0.094 -0.719 0.272 -0.281 -0.126 -0.480 -0.138 -0.262 2.324 -0.901 -0.890 -0.831 0.238 0.583 -0.385 -0.080 -0.554 0.418 0.418 0.242 0.243 0.244 0.239 0.295 0.251

---

3.
Density functional theory data (ωB97M-V with the def2-TZVPD basis set) for a single C5H8O molecule in a non-equilibrium geometry.

LUMO = 0.64 eV
Total energy = -7358.71373 eV
Relative energy (zero: lowest compared OMol25 entry of this formula, charge and spin) = 341.7 kJ/mol
HOMO-LUMO gap = 0.3309 Ha
Highest occupied orbital energy = -0.307 Ha
Strongest force on any atom = 3.744 eV/A

Structure (ORCA input):
```
! RIJCOSX wB97M-V def2-TZVPD def2/J DEFGRID3
* xyz 0 1
C 1.575 0.195 0.018
C 2.511 -0.683 0.454
C -2.100 0.344 -0.500
O -2.335 -0.825 0.411
C -0.645 0.601 -0.510
C 0.241 0.156 0.440
H 1.843 0.879 -0.764
H 2.521 -0.979 1.576
H 3.398 -1.051 -0.178
H -2.554 0.120 -1.437
H -2.756 1.139 -0.169
H -1.569 -1.342 0.316
H -0.197 1.253 -1.198
H 0.068 0.194 1.540
*
```

The molecule's natural (NBO) atomic charges, reported in e, are given here: -0.225 -0.397 -0.118 -0.718 -0.187 -0.252 0.200 0.199 0.210 0.185 0.199 0.461 0.201 0.243